w) ORCA calculation (wB97M-V/def2-TZVPD) on a cluster of 2 separate species, C2H8N3O2 in total.

HOMO (spin up / spin down)   -14.52 / -14.91 eV
Frontier orbital gap (spin up / spin down)   8.6 / 8.4 eV
E_LUMO (spin up / spin down)   -6.0 / -6.5 eV

```
! wB97M-V def2-TZVPD RIJCOSX def2/J DEFGRID3
* xyz 1 1
C -1.1583 1.2415 -0.4765
C -1.3285 -1.1492 0.3076
N 1.4999 0.7829 0.5267
N -0.4930 -0.0568 0.0384
N 0.7007 -0.0588 0.2173
O 2.7970 0.7154 0.1892
O 1.3499 -1.7918 -0.3816
H -1.1776 1.1122 -1.5315
H -2.1635 1.3944 0.0017
H -0.5506 2.1574 -0.1606
H -1.8854 -1.4590 -0.6055
H -0.9427 -2.0997 0.8708
H -1.9602 -0.6349 1.0376
H 3.1420 1.3926 0.7104
H 2.1702 -1.5461 -0.7440
*
```

***

x) ORCA calculation (wB97M-V/def2-TZVPD) on the ion C2H8N3O2 with charge +1.

HOMO   -15.59 eV
Frontier orbital gap   10.4 eV
E_LUMO   -5.2 eV

```
! wB97M-V def2-TZVPD RIJCOSX def2/J DEFGRID3
* xyz 1 1
C -1.6487 1.4519 0.8874
C 0.3088 -1.5403 -1.5536
N 2.0239 -0.6234 0.5018
N 0.5784 0.9494 0.8932
N 1.0086 -0.0506 0.2106
O -0.3885 1.7847 0.4320
O -0.0584 -0.5611 -0.6215
H -2.2768 1.9515 0.1701
H -1.7737 1.8364 1.8237
H -1.9474 0.4828 0.8596
H 0.7019 -1.0640 -2.3702
H -0.6147 -2.0830 -1.7588
H 0.8634 -2.3080 -1.1303
H 2.0704 -1.4734 -0.1185
H 1.1528 1.2472 1.7743
*
```

***

y) ORCA calculation (wB97M-V/def2-TZVPD) on the ion C2H8N3O2 with charge +1.

HOMO   -15.03 eV
Frontier orbital gap   11.9 eV
E_LUMO   -3.1 eV

```
! wB97M-V def2-TZVPD RIJCOSX def2/J DEFGRID3
* xyz 1 1
C -1.1090 -0.0106 0.7539
C 1.1279 -0.2691 -0.4220
N -2.2499 -0.5992 1.1226
N -0.4053 -0.5186 -0.2833
N 1.3119 1.1926 -0.4526
O -0.8162 1.0157 1.5266
O 1.5399 -1.1635 -1.3638
H 1.5474 -0.7647 0.6078
H -2.5111 -1.4846 0.8322
H -2.8313 -0.1876 1.8134
H -0.5314 -1.4292 -0.5678
H 1.1055 1.6248 -1.3162
H -0.1468 1.7203 1.4722
H 2.3449 1.5052 -0.2688
H 1.4275 -0.8586 -2.2326
*
```

***

Stability ranking, top entry: y); the second entry is 709.4 kJ/mol less favorable.

***

w) ORCA calculation (wB97M-V/def2-TZVPD) on a cluster of 6 separate species, CH14O6 in total.

HOMO   -10.73 eV
Frontier orbital gap   11.0 eV
E_LUMO   0.2 eV

```
! wB97M-V def2-TZVPD RIJCOSX def2/J DEFGRID3
* xyz 0 1
C -0.7200 -0.4537 2.1236
O -0.8021 0.9135 1.6596
H -0.8338 -0.3867 3.2021
H -1.5913 -0.9953 1.8149
H 0.2764 -0.9252 2.2075
H -0.9124 0.7693 0.7221
H -0.7661 -0.9327 -1.4500
H -1.7477 -1.4901 -0.3285
O -0.8679 -1.4525 -0.6302
H 1.1222 1.3941 -1.5720
H 0.6560 2.4604 -2.6294
O 0.4521 1.5862 -2.2676
H 2.9646 -0.1328 -0.9200
H 1.6699 -0.0580 -0.1788
O 2.3654 0.4787 -0.4802
H -1.8215 2.1466 -0.0674
H -1.7303 2.0646 -1.6016
O -2.1753 2.5252 -0.8618
H 1.9282 -2.7709 0.9834
H 0.8365 -2.5777 0.0136
O 1.6973 -2.1630 0.2605
*
```

***

x) ORCA calculation (wB97M-V/def2-TZVPD) on a cluster of 6 separate species, CH14O6 in total.

HOMO   -10.00 eV
Frontier orbital gap   10.4 eV
E_LUMO   0.4 eV

```
! wB97M-V def2-TZVPD RIJCOSX def2/J DEFGRID3
* xyz 0 1
C -1.3732 -2.4251 1.2507
O -0.6279 -1.5333 0.4305
H -1.8782 -1.8427 2.0280
H -0.7433 -3.2971 1.3756
H -2.2764 -2.8047 0.7369
H -0.9690 -0.6439 0.4157
H -2.2585 2.0118 0.5468
H -1.1328 1.8189 -0.4366
O -1.8321 1.3094 0.0218
H 1.1969 1.2542 -0.8198
H 0.4137 1.6560 -1.9917
O 0.5852 1.9499 -1.1023
H 3.1976 1.3128 0.0029
H 3.0760 -0.1869 0.0208
O 3.0133 0.5656 -0.5547
H 0.0132 1.1328 1.3888
H 1.0777 1.5327 2.3633
O 0.9029 0.8983 1.6635
H -0.6802 -1.0933 -2.9467
H 0.1542 -0.9213 -1.7266
O 0.1408 -0.6939 -2.6669
*
```

***

Stability ranking, top entry: x); the second entry is 54.1 kJ/mol less favorable.

***

w) ORCA calculation (wB97M-V/def2-TZVPD) on the ion C5H13N2 with charge +1.

HOMO   -14.52 eV
Frontier orbital gap   11.2 eV
E_LUMO   -3.3 eV

```
! wB97M-V def2-TZVPD RIJCOSX def2/J DEFGRID3
* xyz 1 1
C -2.5435 0.7751 -0.0920
C -1.8684 -0.2025 0.8908
C -0.4408 0.0444 1.2189
C 0.5359 -0.6690 0.2870
N 3.0495 -0.7201 -1.1016
C 2.1823 0.2487 -1.2637
N 0.9901 0.3118 -0.7456
H -1.9673 0.8381 -1.0128
H -2.7963 1.7803 0.2878
H -3.4327 0.1972 -0.3928
H -2.0998 -1.2674 0.7685
H -2.4860 0.0417 1.8431
H -0.0929 -0.0950 2.2720
H -0.2182 1.1782 1.1368
H 1.4745 -0.9276 0.8497
H 0.1199 -1.5255 -0.2887
H 2.8976 -1.4672 -0.4506
H 3.9358 -0.6111 -1.5718
H 2.4134 0.9878 -2.0095
H 0.3469 1.0821 -0.6256
*
```

***

x) ORCA calculation (wB97M-V/def2-TZVPD) on a cluster of 2 separate species, C5H13N2 in total.

HOMO   -11.14 eV
Frontier orbital gap   7.4 eV
E_LUMO   -3.8 eV

```
! wB97M-V def2-TZVPD RIJCOSX def2/J DEFGRID3
* xyz 1 1
C -0.4324 -0.8392 -1.3547
C -1.2762 -0.0340 -0.4019
C -2.5884 -0.2038 -0.2420
N -3.2986 0.6229 0.7666
H -1.0362 -1.4785 -2.0006
H 0.1561 -0.1603 -1.9801
H 0.2827 -1.4627 -0.7734
H -0.7930 0.6929 0.2456
H -3.2463 -0.8949 -0.7632
H -2.6150 1.2509 1.1950
H -4.0396 1.2110 0.3319
H -3.7237 0.0328 1.4746
C 2.5299 -0.5606 1.3275
C 2.3556 0.2579 0.2558
N 3.4030 0.7059 -0.5950
H 3.5449 -0.8900 1.6474
H 1.7168 -0.9727 1.9150
H 1.3963 0.5149 -0.0592
H 4.3095 0.5062 -0.1992
H 3.3546 1.7015 -0.7899
*
```

***

y) ORCA calculation (wB97M-V/def2-TZVPD) on the ion C5H13N2 with charge +1.

HOMO   -12.32 eV
Frontier orbital gap   8.6 eV
E_LUMO   -3.8 eV

```
! wB97M-V def2-TZVPD RIJCOSX def2/J DEFGRID3
* xyz 1 1
C -1.6909 -0.6233 -1.2854
C -1.5219 -0.1374 0.1600
C -0.3226 0.7989 0.4233
C 0.9645 0.2915 -0.1695
C 2.0000 -0.0511 0.5776
N 3.1953 -0.6568 -0.1369
N -2.7145 0.5968 0.5747
H -0.9117 -0.2139 -1.9322
H -2.6214 -0.2503 -1.7088
H -1.6347 -1.7090 -1.3094
H -1.3648 -0.9848 0.8402
H -0.1510 0.7973 1.4962
H -0.4965 1.8103 0.0661
H 1.0282 0.1662 -1.2443
H 2.0253 -0.1954 1.6418
H 3.9258 0.0209 -0.3571
H 2.8399 -1.0837 -0.9960
H 3.5568 -1.4501 0.3927
H -2.6964 0.7691 1.5726
H -3.5408 0.0568 0.3508
*
```

***

z) ORCA calculation (wB97M-V/def2-TZVPD) on a cluster of 2 separate species, C5H13N2 in total.

HOMO   -11.99 eV
Frontier orbital gap   7.2 eV
E_LUMO   -4.8 eV

```
! wB97M-V def2-TZVPD RIJCOSX def2/J DEFGRID3
* xyz 1 1
C 1.6209 0.5400 -3.2035
C 1.7750 0.4261 -1.6866
C -0.2399 -0.3053 -0.4849
N 0.7850 -0.5546 -1.1911
H 1.7256 -0.4457 -3.6575
H 0.6415 0.9403 -3.4650
H 2.3707 1.2225 -3.5968
H 2.7565 0.0423 -1.4194
H 1.5506 1.3737 -1.2023
H -0.9323 -1.0843 -0.1985
H -0.4151 0.7085 -0.1471
H 0.9688 -1.5179 -1.4667
C -1.7984 -1.2647 2.2059
C -1.0368 -0.2119 2.5011
N -1.3432 1.1404 2.3478
H -2.7723 -1.1650 1.7396
H -1.4074 -2.2549 2.3866
H -0.0851 -0.3476 3.0071
H -2.0894 1.3399 1.6908
H -0.5528 1.7533 2.1965
*
```

***

Stability ranking, top entry: w); the second entry is 66.8 kJ/mol less favorable.

***

w) ORCA calculation (wB97M-V/def2-TZVPD) on the ion C5H13N2 with charge +1.

HOMO   -12.43 eV
Frontier orbital gap   9.3 eV
E_LUMO   -3.1 eV

```
! wB97M-V def2-TZVPD RIJCOSX def2/J DEFGRID3
* xyz 1 1
C 1.3596 1.5207 -1.2099
C -0.0216 1.1916 -0.6625
C -0.4695 -0.2755 -1.0186
C -0.3642 -1.2234 0.1510
C 0.7774 -1.9000 0.4225
N -1.3777 -1.1189 1.1067
N -0.0225 1.3583 0.9649
H 2.1300 0.8472 -0.8574
H 1.6741 2.5500 -1.0027
H 1.3339 1.4488 -2.2982
H -0.7950 1.8484 -1.0984
H -1.4685 -0.3998 -1.3855
H 0.2918 -0.5962 -1.7393
H 1.8134 -1.5157 0.3498
H 0.8704 -2.8373 1.0267
H -2.3897 -1.0882 0.9763
H -1.1152 -1.7341 1.8674
H 0.9126 1.0731 1.2557
H -0.1272 2.3393 1.1987
H -0.6131 0.5495 1.2259
*
```

***

x) ORCA calculation (wB97M-V/def2-TZVPD) on a cluster of 2 separate species, C5H13N2 in total.

HOMO   -13.89 eV
Frontier orbital gap   7.1 eV
E_LUMO   -6.8 eV

```
! wB97M-V def2-TZVPD RIJCOSX def2/J DEFGRID3
* xyz 1 1
N -0.4443 -0.4119 -0.4785
C -0.2443 0.5124 0.4843
C 1.2603 1.0392 0.3858
C 2.1858 -0.1817 0.2395
C 3.0852 -0.4859 1.1717
C -1.2916 1.4583 0.9159
N -2.6268 0.9046 0.9243
H -1.4477 -0.6801 -0.5255
H -0.1082 -0.6363 0.9125
H -3.1603 1.0030 0.0740
H -1.8839 -4.2391 -5.4853
H 1.4205 1.6436 1.2802
H 1.3188 1.6549 -0.5188
H 2.0476 -0.7830 -0.6481
H 2.9863 0.0980 2.0843
H 3.7870 -1.3040 1.1523
H -0.9990 2.1013 1.7473
H -1.2396 2.0740 -0.0043
H -1.4270 -4.8251 -5.4337
H -3.2187 1.0579 1.7221
*
```

***

Stability ranking, top entry: w); the second entry is 414.4 kJ/mol less favorable.

***

w) ORCA calculation (wB97M-V/def2-TZVPD) on the ion C5H13N2 with charge +1.

HOMO   -14.24 eV
Frontier orbital gap   11.2 eV
E_LUMO   -3.1 eV

```
! wB97M-V def2-TZVPD RIJCOSX def2/J DEFGRID3
* xyz 1 1
C -0.4071 -0.0008 -0.6026
C -1.1931 0.6030 -1.6802
C 0.0759 2.0799 0.7506
C 1.0888 0.0328 1.3273
C 0.1837 -2.4189 0.0270
N 0.1622 0.6657 0.3812
N -0.3908 -1.3416 -0.7598
H -0.6863 0.5798 -2.6594
H -2.1792 0.1936 -1.9212
H -1.4119 1.7611 -1.5691
H -0.2283 2.0677 1.7892
H 0.9027 2.7251 0.4675
H -0.7469 2.5160 0.1364
H 1.5099 -0.7697 0.8131
H 1.8153 0.7629 1.4723
H 0.4327 -0.2617 2.2242
H 0.1307 -2.3901 1.1598
H 1.1718 -2.4971 -0.0279
H -0.3172 -3.3681 -0.2434
H -0.6270 -1.6584 -1.7220
*
```

***

x) ORCA calculation (wB97M-V/def2-TZVPD) on the ion C5H13N2 with charge +1.

HOMO   -12.74 eV
Frontier orbital gap   9.1 eV
E_LUMO   -3.6 eV

```
! wB97M-V def2-TZVPD RIJCOSX def2/J DEFGRID3
* xyz 1 1
C 1.2406 -0.6291 1.2922
C 1.0595 -0.4348 -0.2124
C 0.1004 0.7568 -0.5009
C -1.3088 0.4762 -0.0074
C -2.0149 1.1244 0.9025
N -1.8978 -0.6471 -0.7973
N 2.2913 -0.1236 -0.9282
H 1.5787 0.3476 1.6556
H 0.2879 -0.9621 1.7061
H 2.0696 -1.2665 1.5923
H 0.6417 -1.2937 -0.7624
H 0.0171 0.9978 -1.5639
H 0.6507 1.6153 -0.1069
H -3.0457 0.9780 1.1856
H -1.4158 1.8819 1.3863
H -1.7922 -0.3550 -1.7786
H -1.2377 -1.4291 -0.6978
H -2.8986 -0.7980 -0.7120
H 2.8871 -0.9207 -1.0791
H 2.7870 0.6818 -0.5737
*
```

***

Stability ranking, top entry: w); the second entry is 15.9 kJ/mol less favorable.